No. 1
The following is a DFT calculation (ωB97M-V/def2-TZVPD) of C12H14CrFIN2 as an isolated structure.

Properties
HOMO energy (alpha / beta) = -5.6 / -8.7 eV
F_max = 4.666 eV/A
energy = -2017.149866 Ha
gap between HOMO and LUMO (alpha / beta) = 4.9 / 8.2 eV

```
! wB97M-V def2-TZVPD RIJCOSX def2/J DEFGRID3
* xyz 0 5
C 0.364 0.805 3.789
C 0.270 -0.610 3.765
H 1.466 1.028 3.796
H -0.113 0.978 4.771
H -0.307 1.303 3.054
H 0.545 -1.567 3.267
H 1.093 -0.581 4.423
H -0.745 -0.718 4.130
C 0.112 2.519 -0.275
C 0.205 3.366 -1.381
C 0.094 2.866 -2.661
C -0.099 1.508 -2.791
H 0.208 2.852 0.790
H 0.376 4.407 -1.156
H 0.147 3.529 -3.515
H -0.186 1.048 -3.739
N -0.070 1.203 -0.451
C -0.183 0.686 -1.693
C -0.304 -0.723 -1.697
N -0.257 -1.267 -0.462
C -0.381 -2.591 -0.295
C -0.510 -2.903 -2.673
C -0.499 -3.424 -1.399
H -0.362 -2.925 0.784
H -0.558 -4.477 -1.193
C -0.395 -1.532 -2.793
H -0.367 -1.061 -3.748
H -0.609 -3.552 -3.535
Cr 0.176 -0.097 0.961
I 2.738 -0.117 0.684
F -1.849 0.048 1.243
*
```

No. 2
The following is a DFT calculation (ωB97M-V/def2-TZVPD) of C12H14FeO3S as an isolated structure.

Properties
HOMO energy (alpha / beta) = -5.5 / -7.4 eV
F_max = 5.270 eV/A
energy = -2352.977607 Ha
gap between HOMO and LUMO (alpha / beta) = 5.8 / 6.9 eV

```
! wB97M-V def2-TZVPD RIJCOSX def2/J DEFGRID3
* xyz 0 5
C -0.206 1.170 -3.622
C 0.236 -0.154 -3.138
S -0.042 -0.761 -1.171
O 0.785 -1.062 -3.716
H 0.662 1.839 -3.708
H -0.632 1.065 -4.631
H -0.948 1.622 -2.955
C 0.374 -3.230 0.181
C 0.140 -2.035 1.015
C -1.056 -1.312 1.329
Fe -0.301 0.546 0.603
C -2.266 0.789 0.255
O -3.382 0.867 -0.049
C 1.430 -0.169 -0.646
O 2.601 -0.184 -0.862
C -0.738 1.684 2.182
C -0.332 2.462 1.029
C 0.986 2.050 0.670
C 1.382 1.012 1.591
C 0.352 0.842 2.551
H 0.409 -4.128 0.817
H -0.357 -3.436 -0.622
H 1.374 -3.147 -0.274
H 0.957 -1.877 1.753
H -1.992 -1.563 0.799
H -1.259 -1.113 2.390
H -1.667 1.778 2.738
H -0.897 3.246 0.526
H 1.613 2.486 -0.096
H 2.361 0.543 1.656
H 0.413 0.169 3.401
*
```

No. 3
The following is a DFT calculation (ωB97M-V/def2-TZVPD) of C12H14HgIN3O7P2 as an isolated structure.

Properties
energy above the lowest of the compared OMol25 structures with the same formula, charge and spin = 0.0 kcal/mol
HOMO energy (alpha / beta) = -2.0 / -5.6 eV
F_max = 0.406 eV/A
energy = -2290.777429 Ha
gap between HOMO and LUMO (alpha / beta) = 4.0 / 7.7 eV

```
! wB97M-V def2-TZVPD RIJCOSX def2/J DEFGRID3
* xyz -1 2
Hg 1.435 1.808 -1.007
C 5.208 0.172 2.243
C 4.185 0.727 1.263
O 4.389 2.133 1.071
P 4.446 0.105 -0.425
O 5.879 0.661 -0.822
O 4.771 -1.447 -0.374
O 3.370 0.458 -1.385
P 2.456 0.373 1.852
O 2.139 -1.005 1.008
O 2.410 0.061 3.292
O 1.643 1.506 1.263
H 6.213 0.487 1.958
H 5.171 -0.917 2.262
H 4.975 0.536 3.242
H 3.538 2.586 1.176
H 5.893 1.626 -0.721
H 3.940 -1.942 -0.351
H 1.810 -1.650 1.651
N -7.696 -3.721 0.751
C -6.830 -3.023 0.429
C -5.772 -2.166 0.034
C -6.030 -0.971 -0.691
C -5.013 -0.147 -1.082
C -3.665 -0.464 -0.771
C -3.401 -1.654 -0.033
C -4.426 -2.470 0.352
N -2.621 0.351 -1.194
C -2.734 1.550 -1.895
C -1.469 2.010 -2.105
N -0.574 1.130 -1.577
C -1.292 0.141 -1.013
H -7.053 -0.712 -0.934
H -5.256 0.753 -1.630
H -2.390 -1.919 0.243
H -4.210 -3.368 0.918
H -3.680 1.968 -2.178
H -1.152 2.907 -2.611
H -0.874 -0.715 -0.522
I 2.265 4.241 -1.690
*
```

No. 4
The following is a DFT calculation (ωB97M-V/def2-TZVPD) of C12H14IN3O3Ti as an isolated structure.

Properties
energy above the lowest of the compared OMol25 structures with the same formula, charge and spin = 8.9 kcal/mol
HOMO energy = -16.6 eV
F_max = 3.779 eV/A
energy = -2002.161492 Ha
gap between HOMO and LUMO = 7.3 eV

```
! wB97M-V def2-TZVPD RIJCOSX def2/J DEFGRID3
* xyz 2 1
C 3.204 -1.927 1.791
C 1.993 -2.331 2.626
H 3.336 -2.544 0.901
H 4.090 -2.035 2.429
H 3.156 -0.879 1.487
H 1.052 -2.405 2.066
H 2.167 -3.312 3.082
H 1.855 -1.609 3.435
C 0.955 0.320 -2.774
C 0.529 0.617 -4.068
C -0.840 0.631 -4.367
C -1.760 0.381 -3.361
H 1.997 0.245 -2.472
H 1.282 0.815 -4.828
H -1.203 0.851 -5.369
H -2.829 0.322 -3.550
N 0.039 0.107 -1.796
C -1.308 0.186 -2.059
C -2.197 -0.012 -0.921
N -1.564 -0.273 0.271
C -2.279 -0.390 1.421
C -4.345 -0.205 0.187
C -3.670 -0.363 1.406
H -1.678 -0.505 2.325
H -4.218 -0.472 2.336
C -3.596 -0.002 -0.972
H -4.073 0.156 -1.938
H -5.431 -0.220 0.125
Ti 0.398 -0.782 0.032
I 0.642 -3.218 -0.635
O 1.630 2.061 2.581
N 1.449 1.799 1.424
O 1.282 2.472 0.437
O 1.349 0.187 1.142
*
```

No. 5
The following is a DFT calculation (ωB97M-V/def2-TZVPD) of C12H14IrN7O4Se as an isolated structure.

Properties
energy above the lowest of the compared OMol25 structures with the same formula, charge and spin = 3.8 kcal/mol
HOMO energy (alpha / beta) = -12.2 / -12.9 eV
F_max = 0.320 eV/A
energy = -3655.409285 Ha
gap between HOMO and LUMO (alpha / beta) = 7.5 / 7.2 eV

```
! wB97M-V def2-TZVPD RIJCOSX def2/J DEFGRID3
* xyz 1 2
Ir -1.125 -0.851 -0.203
N -3.204 -1.087 -0.444
C -3.864 -0.419 0.716
C -2.903 -0.208 1.880
O -3.261 0.071 2.992
N -1.575 -0.321 1.524
C -0.470 -0.193 2.466
C 0.852 -0.209 1.693
O 1.879 0.155 2.197
O 0.776 -0.645 0.439
H -3.620 -0.769 -1.314
H -3.353 -2.095 -0.396
H -4.718 -0.991 1.072
H -4.218 0.564 0.407
H -0.473 -1.028 3.171
H -0.566 0.728 3.039
C 1.801 0.841 -3.203
N 1.849 1.524 -1.909
C 2.988 2.058 -1.358
C 2.635 2.627 -0.184
N 1.282 2.440 -0.037
C 0.518 2.932 1.108
C 0.819 1.748 -1.087
Se -0.975 1.220 -1.417
H 2.718 1.074 -3.735
H 0.953 1.207 -3.775
H 1.712 -0.232 -3.066
H 3.943 1.989 -1.846
H 3.221 3.140 0.558
H 0.901 2.468 2.013
H -0.530 2.689 0.961
H 0.630 4.013 1.167
O -1.247 -2.805 0.073
N -0.204 -3.541 0.522
C 0.778 -3.604 -0.299
C 0.714 -2.867 -1.542
N 0.526 -2.247 -2.490
C 1.940 -4.378 0.026
N 2.867 -5.002 0.281
*
```

No. 6
The following is a DFT calculation (ωB97M-V/def2-TZVPD) of C12H14KN3O7P2S as an isolated structure.

Properties
HOMO energy = -9.0 eV
F_max = 1.955 eV/A
energy = -2837.784079 Ha
gap between HOMO and LUMO = 8.8 eV

```
! wB97M-V def2-TZVPD RIJCOSX def2/J DEFGRID3
* xyz 0 1
K 0.392 -0.554 -0.266
C 1.771 -3.028 -3.392
C 1.077 -1.691 -3.671
O 1.007 -1.446 -5.076
P -0.641 -1.758 -3.069
O -1.339 -2.863 -3.974
O -1.291 -0.386 -3.518
O -0.777 -2.033 -1.620
P 2.091 -0.308 -2.940
O 1.017 0.967 -3.063
O 3.149 -0.045 -3.949
O 2.304 -0.562 -1.493
H 1.275 -3.808 -3.971
H 1.751 -3.294 -2.335
H 2.812 -2.966 -3.710
H 1.848 -1.005 -5.289
H -2.043 -3.330 -3.511
H -0.597 0.293 -3.627
H 1.473 1.618 -3.612
N -1.187 2.058 3.381
C -0.647 1.139 4.265
C -0.614 1.089 5.654
C 0.022 -0.003 6.211
C 0.603 -1.002 5.412
C 0.562 -0.937 4.035
C -0.078 0.158 3.456
N -0.266 0.470 2.108
C -0.925 1.597 2.124
C -1.364 2.324 0.923
C -2.046 3.500 0.893
S -2.335 3.952 -0.723
C -1.546 2.537 -1.247
N -1.077 1.775 -0.306
H -1.680 2.901 3.610
H -1.060 1.857 6.272
H 0.076 -0.091 7.288
H 1.092 -1.838 5.895
H 1.012 -1.708 3.423
H -2.380 4.114 1.712
H -1.444 2.307 -2.297
*
```

No. 7
The following is a DFT calculation (ωB97M-V/def2-TZVPD) of C12H14MoN3O6 as an isolated structure.

Properties
energy above the lowest of the compared OMol25 structures with the same formula, charge and spin = 14.8 kcal/mol
HOMO energy (alpha / beta) = -12.1 / -13.2 eV
F_max = 2.038 eV/A
energy = -1149.305312 Ha
gap between HOMO and LUMO (alpha / beta) = 7.1 / 8.2 eV

```
! wB97M-V def2-TZVPD RIJCOSX def2/J DEFGRID3
* xyz 1 3
Mo -0.255 0.533 -0.152
N -1.218 -1.335 -0.976
C -0.574 -2.439 -0.204
C -0.693 -2.040 1.245
O -0.974 -2.790 2.139
N -0.513 -0.664 1.394
C -0.926 -0.060 2.656
C -1.479 1.319 2.355
O -2.000 2.068 3.098
O -1.324 1.631 0.980
H -2.223 -1.375 -0.825
H -1.054 -1.468 -1.968
H 0.475 -2.484 -0.498
H -1.036 -3.408 -0.369
H -0.086 0.062 3.336
H -1.676 -0.677 3.149
C 2.238 0.077 -3.698
C 1.346 0.721 -2.707
O 0.914 0.028 -1.760
C 0.920 2.115 -2.799
C -0.188 2.542 -2.057
C -0.562 3.860 -2.010
C 0.178 4.782 -2.752
C 1.252 4.378 -3.528
C 1.628 3.041 -3.553
H 2.401 -0.966 -3.445
H 3.200 0.595 -3.710
H 1.807 0.169 -4.696
H -0.901 1.816 -1.641
H -1.416 4.171 -1.424
H -0.105 5.827 -2.730
H 1.805 5.105 -4.106
H 2.496 2.736 -4.123
O 1.384 1.668 0.044
N 1.956 2.024 1.246
O 1.469 1.545 2.204
*
```